A structure of composition C34H54FNO6ReS5Si, computed with the ωB97M-V functional and the def2-TZVPD basis.

Computed properties:
E_LUMO (alpha / beta): -6.8 / -6.4 eV
total charge: +2
multiplicity: 2
expectation value of S²: 0.76
Kohn-Sham gap (alpha / beta): 0.2332 / 0.2559 Ha

Last column: Mulliken charge in e.
Atoms and positions in Å:
Re -0.509 1.418 1.273  -0.1058
C -0.676 1.520 4.591  -1.1102
C -1.275 2.849 4.155  -0.3162
S -0.564 3.404 2.562  -0.0736
C -1.979 4.298 1.848  0.0264
C -1.833 4.353 0.338  -0.9070
S -1.621 2.730 -0.480  -0.1362
C -4.424 2.181 0.412  -0.1029
C -4.999 1.784 1.789  -0.7444
S -4.886 0.038 2.310  -0.0871
C -3.635 0.092 3.640  -0.4669
C -2.301 -0.655 3.427  -0.4744
S -0.683 0.209 3.328  0.1739
H -1.177 1.150 5.486  0.5372
H 0.382 1.637 4.832  0.4775
H -1.054 3.614 4.899  0.7078
H -2.353 2.790 4.024  0.0380
H -1.998 5.303 2.266  0.6672
H -2.881 3.765 2.140  -0.2950
H -0.943 4.913 0.044  0.5038
H -2.692 4.848 -0.114  0.5278
H -5.835 1.109 -0.408  0.4299
H -4.314 3.269 0.414  0.1931
H -6.062 2.028 1.753  0.6729
H -4.576 2.395 2.584  0.2605
H -4.128 -0.376 4.491  0.5598
H -3.490 1.134 3.906  -0.0750
H -2.306 -1.249 2.512  -0.0795
H -2.146 -1.343 4.258  0.8075
C -4.746 0.457 -4.458  -1.7372
C -4.459 -0.918 -3.874  0.5561
C -3.847 -1.841 -4.914  -1.0339
C -3.610 -3.223 -4.331  -1.1242
C -2.742 -3.116 -3.109  0.9271
C -1.917 -4.147 -2.727  -0.6988
C -1.088 -4.017 -1.612  -0.1149
F -0.303 -5.045 -1.282  -0.3458
C -1.043 -2.873 -0.874  -0.0610
C -1.886 -1.812 -1.238  0.6709
C -1.845 -0.584 -0.480  1.0466
O -0.878 -0.427 0.347  -0.2339
C -2.861 0.366 -0.722  -1.0356
C -3.601 0.214 -1.883  -1.1224
N -3.550 -0.848 -2.680  0.1021
C -2.740 -1.930 -2.344  -0.7872
C -3.005 1.564 0.212  1.0672
O -5.349 1.917 -0.615  -0.5893
O -2.505 1.309 1.459  -0.5050
H -5.283 0.319 -5.395  0.4504
H -3.819 0.990 -4.677  0.3653
H -5.378 1.078 -3.825  0.5469
H -5.391 -1.367 -3.517  0.1387
H -2.909 -1.410 -5.275  0.3386
H -4.528 -1.895 -5.762  0.4073
H -3.137 -3.879 -5.061  0.4813
H -4.567 -3.683 -4.067  0.3540
H -1.892 -5.069 -3.294  0.5589
H -0.378 -2.777 -0.030  0.0682
H -4.266 0.999 -2.192  0.8742
C 3.029 -1.196 3.172  -1.3423
C 2.845 -2.124 1.981  1.6014
C 3.926 -3.191 1.955  -1.8492
C 1.459 -2.750 1.961  -1.4652
O 2.970 -1.384 0.737  1.2943
Si 3.327 0.115 0.312  -1.0110
S 1.611 1.557 0.757  0.1932
O 4.449 0.846 1.177  0.1124
C 5.764 1.408 0.840  1.6011
C 6.396 1.762 2.173  -1.7036
C 5.547 2.643 -0.018  -1.4243
C 6.569 0.346 0.109  -1.4680
O 3.473 0.292 -1.272  -0.0316
C 2.912 -0.426 -2.411  1.9795
C 3.589 -1.783 -2.504  -1.6471
C 1.410 -0.564 -2.222  -1.2455
C 3.232 0.436 -3.619  -1.9426
H 2.929 -1.763 4.097  0.5417
H 2.271 -0.410 3.167  0.1381
H 4.014 -0.729 3.156  0.2414
H 3.854 -3.826 2.839  0.4293
H 4.914 -2.730 1.940  0.3544
H 3.819 -3.818 1.070  0.3478
H 1.284 -3.320 2.874  0.5715
H 1.375 -3.427 1.110  0.4291
H 0.696 -1.974 1.872  -0.0225
H 5.772 2.474 2.712  0.3452
H 7.376 2.211 2.013  0.4428
H 6.522 0.868 2.785  0.3608
H 4.944 3.377 0.519  0.3279
H 5.046 2.383 -0.952  0.1194
H 6.507 3.099 -0.259  0.5139
H 6.648 -0.558 0.715  0.3006
H 7.577 0.712 -0.087  0.5386
H 6.108 0.099 -0.849  0.1600
H 3.384 -2.381 -1.615  0.0891
H 4.668 -1.661 -2.608  0.4212
H 3.222 -2.323 -3.378  0.4879
H 1.182 -1.150 -1.329  -0.0559
H 0.978 -1.072 -3.085  0.6523
H 0.945 0.421 -2.131  0.2061
H 4.310 0.569 -3.714  0.4270
H 2.768 1.418 -3.521  0.3852
H 2.862 -0.038 -4.529  0.4219


A cluster of 3 separate species, C12H22N2O6P in total, computed with the ωB97M-V functional and the def2-TZVPD basis.

Computed properties:
E_LUMO: 2.6 eV
total charge: -1
Kohn-Sham gap: 0.1915 Ha

Last column: Mulliken charge in e.
Atoms and positions in Å:
C -1.772 2.129 -3.722  -0.9751
C -2.518 1.224 -2.723  -0.6932
P -1.694 1.070 -1.021  -0.1385
C -1.080 -0.660 -1.143  -0.9254
N -0.266 1.903 -1.093  -0.4098
C -0.172 3.053 -0.357  -0.3359
O -1.224 4.154 -0.615  -0.0574
N -0.770 5.038 -1.498  0.0667
O -1.461 6.012 -1.571  -0.4526
H -0.833 2.478 -3.287  0.3091
H -2.376 2.988 -4.016  0.2418
H -1.534 1.590 -4.643  0.2614
H -3.512 1.628 -2.533  0.4477
H -2.621 0.220 -3.140  0.3529
H -1.879 -1.396 -1.235  0.3777
H -0.376 -0.737 -1.980  0.3181
H -0.518 -0.816 -0.224  0.1875
H -0.323 2.936 0.735  0.1342
H 0.778 3.562 -0.549  0.3147
O 1.406 -0.211 1.662  -0.5656
C 1.622 0.754 2.324  0.5750
O 2.356 1.803 1.866  -0.3311
C 2.517 2.791 2.886  -0.4508
C 1.370 2.554 3.864  -0.5230
C 1.171 1.046 3.748  -0.5155
H 3.494 2.647 3.359  0.3026
H 2.494 3.771 2.416  0.3004
H 1.589 2.906 4.871  0.3461
H 0.476 3.068 3.509  0.2802
H 1.813 0.483 4.430  0.2952
H 0.141 0.727 3.879  0.2878
O -2.237 -4.315 -0.111  -0.5775
C -1.064 -4.484 -0.269  0.4971
O -0.219 -3.507 -0.657  -0.2402
C 1.097 -4.025 -0.868  -0.4571
C 1.161 -5.309 -0.045  -0.4565
C -0.286 -5.786 -0.110  -0.4779
H 1.227 -4.210 -1.937  0.2623
H 1.809 -3.267 -0.552  0.3029
H 1.892 -6.022 -0.424  0.3350
H 1.424 -5.070 0.987  0.2487
H -0.480 -6.404 -0.989  0.2508
H -0.622 -6.316 0.778  0.2874


A cluster of 2 separate species, BH4NS in total at a distorted geometry, computed with the ωB97M-V functional and the def2-TZVPD basis.

Computed properties:
E_LUMO: 0.1 eV
SMILES: B=S.N
Kohn-Sham gap: 0.3691 Ha

Last column: Mulliken charge in e.
Atoms and positions in Å:
B -2.428 0.017 0.335  0.1896
N 1.397 0.169 -0.387  -0.6491
S -1.951 -0.585 1.769  -0.2401
H -2.103 0.525 -0.637  0.0351
H 2.007 0.739 0.232  0.2228
H 1.757 -0.113 -1.343  0.2296
H 1.322 -0.752 0.031  0.2121


Short version: energy above the lowest of the compared OMol25 structures with the same formula, charge and spin = 0.832 0.467 2.049 eV, in the order given.